Record 1
Density functional theory data (wB97M-V/def2-TZVPD) for C23H36GaN5S2 as an isolated structure in a non-equilibrium geometry.

For the electronic energy, the calculation gives -105921.2649 eV. Its HOMO energy is -13.482 eV. The max |F| is 2.0 eV/Å. For the frontier orbital gap, the calculation gives 7.8 eV. The net charge is +2.

Positions of all 67 atoms, in Å:
Ga 1.003 1.692 -0.108
N 2.724 2.610 0.688
C 3.609 3.350 -0.202
C 4.335 4.400 0.305
C 5.175 5.170 -0.510
C 5.325 4.820 -1.862
C 4.616 3.759 -2.378
C 3.725 2.998 -1.566
C 3.067 1.840 -2.170
C 3.749 1.174 -3.221
C 3.057 0.216 -3.957
C 1.713 -0.114 -3.720
C 1.064 0.534 -2.679
C 1.738 1.419 -1.824
H 2.470 3.211 1.474
H 3.227 1.812 1.075
H 4.213 4.656 1.348
H 5.656 6.036 -0.080
H 5.990 5.375 -2.506
H 4.664 3.492 -3.408
H 4.758 1.413 -3.490
H 3.566 -0.270 -4.783
H 1.186 -0.810 -4.359
H 0.005 0.345 -2.526
C -2.302 -6.145 -1.288
C -1.996 -4.704 -1.736
C -0.880 -3.992 -0.949
C -0.653 -2.541 -1.387
N 0.363 -1.834 -0.568
C 0.163 -1.203 0.593
S 1.422 -0.231 1.290
N -1.019 -1.273 1.217
C -1.312 -0.785 2.566
C -0.903 -1.732 3.694
C -1.618 -3.093 3.681
C -3.165 -3.008 3.588
H -3.054 -6.586 -1.942
H -2.671 -6.136 -0.255
H -1.413 -6.771 -1.354
H -2.913 -4.113 -1.617
H -1.732 -4.662 -2.808
H 0.083 -4.513 -1.089
H -1.074 -3.993 0.145
H -1.607 -1.974 -1.367
H -0.260 -2.496 -2.410
H 1.307 -1.679 -0.933
H -1.750 -1.818 0.741
H -2.377 -0.535 2.625
H -0.739 0.143 2.699
H -1.160 -1.178 4.605
H 0.186 -1.831 3.700
H -1.353 -3.635 4.593
H -1.262 -3.705 2.846
H -3.552 -2.365 4.383
H -3.597 -4.019 3.708
H -3.465 -2.586 2.614
C -4.663 3.178 1.522
N -3.257 2.761 1.665
C -2.234 3.108 0.858
N -2.453 3.900 -0.192
S -0.613 2.622 1.281
H -5.240 2.612 2.246
H -5.033 2.898 0.518
H -4.804 4.255 1.692
H -2.950 2.214 2.476
H -3.417 4.180 -0.424
H -1.670 4.139 -0.769



Record 2
Density functional theory data (wB97M-V/def2-TZVPD) for C23H36GaN5S2 as an isolated structure in a non-equilibrium geometry.

For the electronic energy, the calculation gives -105920.0983 eV. Its HOMO energy is -13.734 eV. The max |F| is 3.9 eV/Å. For the frontier orbital gap, the calculation gives 8.1 eV. The net charge is +2.

Positions of all 67 atoms, in Å:
Ga 0.293 0.197 2.053
N 1.313 2.069 2.319
C 1.590 2.637 0.996
C 1.350 3.998 0.762
C 1.700 4.572 -0.436
C 2.294 3.709 -1.414
C 2.422 2.353 -1.178
C 2.167 1.760 0.022
C 2.486 0.359 0.269
C 3.679 -0.075 -0.360
C 3.864 -1.407 -0.572
C 2.982 -2.365 0.019
C 1.971 -1.935 0.786
C 1.660 -0.582 0.938
H 0.644 2.630 2.819
H 2.152 1.915 2.914
H 0.889 4.589 1.511
H 1.663 5.688 -0.534
H 2.750 4.141 -2.327
H 2.946 1.670 -1.872
H 4.421 0.762 -0.545
H 4.690 -1.799 -1.146
H 3.122 -3.436 -0.103
H 1.269 -2.662 1.153
C -3.420 -4.324 -2.476
C -2.160 -4.427 -1.619
C -1.697 -3.232 -0.760
C -2.771 -2.693 0.066
N -2.365 -1.381 0.737
C -2.239 -0.196 0.135
S -1.613 1.142 1.047
N -2.579 -0.006 -1.128
C -2.628 1.285 -1.875
C -1.532 1.224 -3.035
C -2.097 0.564 -4.302
C -3.072 1.418 -5.156
H -3.830 -5.375 -2.650
H -3.313 -3.891 -3.451
H -4.241 -3.810 -1.998
H -1.292 -4.646 -2.251
H -2.161 -5.260 -0.852
H -1.315 -2.436 -1.507
H -0.801 -3.566 -0.252
H -3.175 -3.356 0.825
H -3.683 -2.485 -0.563
H -2.288 -1.343 1.807
H -2.778 -0.780 -1.781
H -2.370 2.089 -1.143
H -3.645 1.515 -2.235
H -0.655 0.668 -2.708
H -1.301 2.265 -3.292
H -2.696 -0.315 -4.115
H -1.364 0.177 -5.027
H -3.978 1.749 -4.662
H -3.264 0.886 -6.078
H -2.528 2.342 -5.455
C 2.761 1.773 6.138
N 1.534 1.135 5.679
C 1.515 0.033 4.931
N 2.658 -0.596 4.690
S -0.004 -0.622 4.234
H 2.511 2.574 6.850
H 3.312 2.226 5.291
H 3.333 1.030 6.744
H 0.683 1.699 5.753
H 3.574 -0.282 5.071
H 2.658 -1.561 4.298



- Among the records above, which one has the lowest electronic energy?
  number 1